22
Properties=species:S:1:pos:R:3:forces:R:3:nbo_charge:R:1 method="wB97M-V/def2-TZVPD" e_lumo_ev=0.598 e_tot_ev=-12481.521 smiles="Cc1cnc[nH]1.CC(C)=O" gap_ev=8.8 homo_energy_ev=-8.2158 total_charge=0
C 1.6580 0.3315 1.6449 0.1327 -0.0133 0.0999 -0.6373
C 0.3439 0.9095 2.0501 -0.5046 0.2170 0.5024 0.0834
C -0.2215 1.1680 3.2826 0.3391 -0.1606 -0.1679 -0.1088
N -1.4771 1.7155 3.1547 -0.0041 -0.0183 -0.8065 -0.4624
C -1.6835 1.7935 1.8509 0.2220 -0.0868 0.5043 0.1515
N -0.6123 1.3190 1.1491 -0.1639 0.0682 -0.4856 -0.5377
H 2.2318 0.0893 2.5552 -0.1798 0.0661 -0.4510 0.2310
H 2.2403 1.0491 1.0426 -0.1497 -0.3046 0.1922 0.2215
H 1.5230 -0.5925 1.0579 0.1279 0.2904 0.1817 0.2097
H 0.2224 0.9831 4.2608 -0.1702 0.0735 -0.3660 0.2022
H -2.5785 2.1801 1.3635 0.3664 -0.1507 0.2039 0.1953
H -0.5336 1.2752 0.1301 0.0078 -0.0182 0.4197 0.4421
C 0.3616 -1.1038 -3.5515 0.1750 0.2927 -0.4323 -0.7253
C -0.1194 -0.5994 -2.2105 -0.0123 0.3795 0.1000 0.6082
C -0.5801 -1.6521 -1.2289 -0.1719 0.0414 0.4832 -0.7306
O -0.1348 0.5894 -1.9361 0.0114 -0.6770 -0.0518 -0.5684
H 0.6679 -0.2602 -4.1927 -0.1574 -0.3424 0.3510 0.2401
H -0.4425 -1.6599 -4.0622 0.3119 0.0875 0.2548 0.2358
H 1.2254 -1.7767 -3.4190 -0.3857 0.1370 -0.0134 0.2357
H -1.4278 -2.2200 -1.6478 0.3809 0.1251 0.0882 0.2387
H 0.2403 -2.3558 -1.0090 -0.3147 0.1702 -0.1859 0.2357
H -0.9035 -1.1827 -0.2846 0.1391 -0.1768 -0.4207 0.2399

=====

134
Properties=species:S:1:pos:R:3:forces:R:3:mulliken_charge:R:1 method="wB97M-V/def2-TZVPD" e_lumo_ev=1.129 e_tot_ev=-95776.990 gap_ev=6.4 homo_energy_ev=-5.2793 total_charge=-1
C -3.8638 -0.8921 -3.5085 -0.3545 0.6149 0.2731 -0.9407
C -3.4238 0.5590 -3.2532 -0.2096 -0.3019 -0.7554 0.0701
O -2.2082 0.8759 -3.9327 -0.0119 -0.2050 0.0594 -0.5085
C -1.0934 0.4372 -3.1462 -0.3523 0.0528 0.8285 -0.7116
C -0.5342 1.6748 -2.4760 -0.2980 -0.5273 1.3447 1.1375
O 0.6217 1.4183 -1.6676 -0.9628 -0.9710 2.2081 -0.1696
Nb 0.2149 0.7297 0.2028 1.0638 2.8438 1.0570 -1.4468
C 2.3490 0.9359 0.8688 0.4099 -1.6865 -0.5861 -0.4041
C 3.3629 0.4368 -0.1810 0.9124 0.8370 0.6204 1.1211
C 4.8492 0.5969 0.2466 -0.7115 -0.8075 0.5073 -0.9259
C 5.4364 -0.6273 0.9367 0.2648 0.2771 0.0437 -0.1945
O 5.0479 -0.7816 2.3153 -0.1165 -0.4127 -0.0679 -0.6072
C -0.4483 2.7712 0.8750 0.0035 0.7672 -0.0882 -0.3192
C 0.6107 3.8223 0.7696 -0.1347 -0.1513 0.1038 0.5010
C 1.3241 4.2032 2.0488 -0.3802 -0.4081 0.3021 -1.3120
N 0.9387 4.4307 -0.3084 0.1475 -0.0800 -0.2812 -0.9929
O -0.2562 0.0512 2.0696 -0.1725 1.0985 -2.1125 -0.0026
C -1.6504 0.1722 2.3918 0.7404 -0.7954 0.9690 -0.2321
C -2.1933 -1.2701 2.5640 -0.4819 1.0475 -0.3269 0.7818
C -2.7427 -1.4735 3.9540 -0.2233 -0.5492 0.1074 -1.7619
O -3.2458 -1.4848 1.6021 0.6803 -0.5855 0.5981 -0.8765
P 0.7083 -1.7648 -0.4063 -1.0679 -0.3480 0.2822 0.9575
O -0.5624 -2.5624 -0.4129 -0.0088 -0.3034 0.0455 -0.8246
O 1.7090 -2.4559 0.7214 0.3033 0.1591 -0.6350 -0.4248
O 1.4614 -2.0019 -1.8412 0.2965 -0.2472 0.4236 -0.3456
H -4.9361 -0.8714 -3.7131 -0.0300 -0.2135 0.0600 0.3486
H -3.3793 -1.3204 -4.3809 0.1702 0.0257 0.0183 0.1798
H -3.7194 -1.4977 -2.6211 0.1433 -0.2323 -0.1214 0.2469
H -3.3138 0.7367 -2.1827 -0.0873 0.1473 0.0150 -0.0722
H -4.1754 1.2248 -3.6788 0.0099 0.1987 0.1512 0.5040
H -1.4282 -0.3103 -2.4269 0.0999 0.0325 0.2042 0.4275
H -0.3639 0.0078 -3.8321 -0.8922 0.0606 1.7535 0.2213
H -0.2439 2.3631 -3.2783 -4.6661 -1.8950 5.3784 -1.3279
H -1.3201 2.1616 -1.8922 -0.1517 0.0407 0.1130 0.4902
H -1.5062 0.3767 -0.3805 0.1005 -0.8911 -0.1338 0.6959
H 2.6196 1.9582 1.1502 -0.3967 0.1843 -0.1133 0.2463
H 2.4789 0.3146 1.7650 -0.0785 0.0418 0.0880 0.5930
H 3.2295 -0.6207 -0.3929 -0.2472 0.0339 -0.3353 -0.1160
H 3.2690 1.0382 -1.0843 -0.3088 -0.2947 -0.1699 -0.2643
H 4.9368 1.4447 0.9352 0.2351 0.2094 -0.2003 0.3809
H 5.4474 0.7393 -0.6411 0.0561 0.3976 -0.0331 0.0905
H 5.1325 -1.5419 0.4263 -0.1250 -0.0254 -0.0307 -0.0431
H 6.5242 -0.5843 0.8817 0.0196 0.0171 0.0561 0.4521
H 5.0696 0.0890 2.7210 -0.0378 0.0683 0.0317 0.3713
H -0.8750 2.7937 1.8792 0.0662 -0.2609 0.0333 0.7405
H -1.2599 3.0573 0.1937 0.0032 -0.2169 -0.1045 0.2414
H 0.9134 3.6440 2.8907 0.0687 -0.0432 -0.0084 0.2160
H 1.1616 5.2587 2.2647 0.2266 0.0862 -0.1736 0.4775
H 2.3859 3.9680 2.0027 0.0761 0.2674 -0.1248 0.2486
H 0.3661 4.0621 -1.0707 -0.0429 -0.0056 0.0142 0.2342
H -2.2148 0.7289 1.6465 -0.0833 -0.1153 -0.0948 0.2057
H -1.7204 0.7088 3.3462 0.0286 0.0813 -0.0403 0.3417
H -1.3562 -1.9308 2.3417 -0.0630 -0.1431 0.0677 -0.1638
H -3.6417 -0.8763 4.1183 0.0695 0.1571 -0.0701 0.3211
H -2.0142 -1.2132 4.7185 0.0702 0.1004 -0.0607 0.4040
H -3.0310 -2.5146 4.1247 0.0299 0.0070 -0.1107 0.4100
H -2.8135 -1.8894 0.8371 0.0548 -0.1058 -0.1372 0.4003
H 2.2576 -3.1239 0.2851 0.1304 -0.1328 0.2033 0.3796
H 1.1705 -2.8735 -2.1496 -0.0482 0.0604 -0.2051 0.2630
O 5.0662 0.3450 -2.7642 0.5849 -0.2126 -0.1356 -0.5411
H 4.5727 0.5897 -3.5559 -0.1236 0.0690 -0.1725 0.2887
H 5.4350 -0.5243 -2.9591 -0.1860 -0.0350 0.0364 0.2809
O -1.8078 -0.9279 -6.5632 -0.3221 -0.1541 -0.3130 -0.7420
H -1.9985 -0.3517 -5.8113 -0.0970 0.0316 0.1256 0.3773
H -0.8733 -1.1312 -6.4513 -0.0524 0.0670 0.0989 0.3871
O 0.2815 -0.0751 -5.1660 2.0568 -0.2120 -2.6950 -0.7432
H -0.0339 0.7933 -5.4427 -0.1295 0.1793 -0.1691 0.3815
H 1.2232 0.0582 -4.9937 0.2700 -0.0944 0.0749 0.3244
O -4.5273 -0.8581 -0.4987 -0.3975 0.2861 -0.4408 -0.5139
H -3.9612 -0.5880 0.2391 -0.1590 -0.0179 -0.0053 0.4434
H -5.1985 -1.4087 -0.0841 0.0641 0.0364 0.0285 0.2115
O 4.2178 -3.9716 0.9735 0.0985 0.0377 0.1061 -0.5726
H 4.2393 -4.7290 1.5669 -0.1648 -0.0416 -0.0469 0.2435
H 4.0509 -3.2123 1.5502 0.0214 0.0962 -0.1012 0.2755
O 7.9947 0.2819 -0.7655 0.2733 0.1783 -0.1148 -0.6284
H 7.2885 0.3768 -1.4151 -0.0492 -0.0680 0.0092 0.2547
H 8.3079 1.1875 -0.6322 0.0146 0.0659 -0.0529 0.4076
O 5.2005 -3.9625 -1.8822 -0.0243 -0.0522 -0.0025 -0.6019
H 4.8221 -4.0245 -0.9937 0.0180 0.1206 0.0746 0.3271
H 5.7492 -4.7467 -1.9656 0.0217 0.0037 -0.0151 0.2704
O -3.0422 -0.8598 6.9945 -0.1388 0.1863 0.1461 -0.5435
H -2.9813 -1.6498 7.5402 -0.0321 -0.0784 -0.0847 0.2652
H -3.3890 -0.1945 7.6006 0.1909 -0.0700 0.2073 0.3048
O -4.9745 -3.4076 -4.7529 -0.3910 -0.1097 -0.3525 -0.6401
H -5.0044 -3.0174 -5.6348 0.3573 0.1065 0.0348 0.3392
H -4.3754 -4.1548 -4.8460 -0.0003 -0.0203 0.0814 0.2685
O 0.9042 1.4997 4.4595 0.1383 -0.0120 0.0122 -0.6889
H 0.4938 0.8767 5.0657 -0.0361 0.0069 0.0064 0.3063
H 0.9868 1.0026 3.6325 -0.2134 -0.0021 -0.1099 0.1717
O -3.1391 0.3911 9.7787 0.1185 0.1188 0.1223 -0.6868
H -3.4252 0.9247 10.5289 -0.0794 -0.0899 0.0279 0.3007
H -2.2216 0.1650 9.9761 -0.0361 -0.1247 -0.0166 0.3392
O 0.9888 -4.7451 2.3842 -0.0044 -0.1163 0.1214 -0.6545
H 0.4448 -4.6447 1.5938 -0.0066 0.0810 -0.0251 0.3356
H 1.2676 -3.8387 2.5570 -0.0365 0.0556 -0.1452 0.3293
O 9.9470 2.4132 -0.2292 0.1843 -0.0349 -0.3120 -0.6469
H 10.4333 1.6585 0.1181 -0.0254 0.0082 0.1121 0.3045
H 10.4204 3.1763 0.1112 -0.1330 0.0666 0.0904 0.2925
O -7.8991 -2.7190 -5.2981 -0.1739 0.1247 -0.0966 -0.6809
H -8.0608 -2.1215 -4.5614 0.0204 -0.0132 0.0358 0.3083
H -6.9845 -3.0053 -5.1740 -0.0234 -0.2542 0.2348 0.3779
O -3.5209 4.2414 0.2546 -0.0323 -0.0051 -0.0687 -0.5437
H -3.7430 4.7692 -0.5192 -0.0075 -0.0235 -0.0189 0.2793
H -3.8923 4.7333 0.9933 0.0033 -0.0237 0.0297 0.2584
O -5.0907 1.7255 6.3430 0.1256 0.0702 0.1822 -0.6385
H -5.5746 1.5383 7.1526 -0.0587 -0.0362 -0.0347 0.3204
H -4.4245 1.0310 6.2881 -0.0435 -0.0614 -0.2314 0.3030
O -9.6905 -4.9134 -6.1332 -0.1416 0.1368 0.0810 -0.6407
H -10.2872 -4.8071 -6.8790 -0.0463 -0.0644 0.0186 0.3111
H -9.3863 -4.0153 -5.9351 0.4000 0.0064 -0.0411 0.3209
O 3.0685 1.3474 -4.4320 -0.5163 -0.3324 -0.0975 -0.8506
H 2.6025 1.9003 -5.0685 0.2016 0.2010 0.0186 0.3363
H 2.7943 1.7011 -3.5670 0.1577 0.1767 0.0093 0.1649
O -1.9178 2.7092 8.4506 -0.0076 0.0290 0.1829 -0.6303
H -2.3342 1.9864 8.9399 -0.0678 0.1149 -0.2988 0.3438
H -2.6259 3.0930 7.9237 0.0185 -0.0410 -0.0828 0.3376
O 3.0560 3.4018 -2.5716 0.0179 0.1863 -0.1038 -0.5903
H 2.5074 3.9198 -1.9701 -0.1950 -0.0523 0.4139 0.2660
H 3.9417 3.7590 -2.4569 0.0353 -0.1079 -0.0254 0.2416
O -6.4213 3.0353 0.0947 0.0009 0.0521 0.0188 -0.6304
H -6.5209 2.8745 1.0372 -0.0137 -0.0612 -0.0041 0.3021
H -5.5014 2.8048 -0.0858 0.0209 0.0312 0.0055 0.3359
O 9.0793 0.9489 2.1381 0.1511 -0.0673 0.1001 -0.6208
H 8.6878 0.3899 2.8204 0.0047 -0.1088 -0.0689 0.2837
H 8.9524 0.4213 1.3405 -0.2852 -0.0223 0.0122 0.3153
O -9.3318 -4.9710 -2.8712 -0.0629 0.0348 0.0376 -0.6404
H -9.5385 -4.7107 -3.7757 -0.0012 -0.0869 -0.0723 0.3485
H -8.9141 -5.8308 -2.9699 0.0362 0.0011 -0.0078 0.3050
O 7.8705 -1.7225 2.8383 0.0382 -0.1746 0.1625 -0.5733
H 8.3768 -2.5271 2.6969 0.0182 0.0158 -0.0261 0.2745
H 6.9444 -2.0004 2.8639 -0.0894 0.3227 -0.0891 0.2960
O 0.1125 2.8983 -4.5172 1.4978 2.1998 -4.8287 -0.7063
H -0.2491 3.6926 -4.1137 0.1072 0.2447 -0.2340 0.2688
H 0.4713 2.3969 -3.7745 3.6007 0.3721 -2.1596 0.3071

=====

21
Properties=species:S:1:pos:R:3:forces:R:3:mulliken_spin:R:1 method="wB97M-V/def2-TZVPD" e_lumo_ev="-5.114 / -8.916" e_tot_ev=-54217.817 multiplicity=6 gap_ev="5.8 / 5.0" homo_energy_ev="-10.9009 / -13.9272" s_squared=8.7694 total_charge=+1
O 0.2175 -0.8603 0.2631 0.1056 0.6357 0.2345 -0.0478
C -0.5906 -0.3244 -0.7788 1.0620 -2.4743 -1.9226 -0.0737
O -1.1687 -1.0720 -1.5511 0.8640 1.9810 0.4440 0.0015
O -1.4203 0.4871 0.1709 -3.6063 3.0027 -0.4623 0.1538
C -2.6076 1.0055 -0.2555 3.9515 -2.8634 -1.5400 0.1238
C 1.2032 -1.8262 -0.1332 0.4590 -0.7659 -0.5697 -0.0051
H 0.6595 -2.7438 -0.3961 0.1947 0.2649 0.0532 0.0024
H 1.7318 -1.4765 -1.0327 -0.2722 0.1278 0.1566 -0.0020
C 2.1803 -2.0350 0.9972 -0.0156 -0.0748 0.1814 0.0294
H 2.6231 -1.0783 1.3078 -0.0553 -0.2420 0.0022 -0.0045
H 1.6962 -2.5248 1.8525 0.1801 0.2056 -0.1555 -0.0010
H 2.9972 -2.6813 0.6503 -0.2398 0.1542 0.0973 0.0022
C -3.2623 1.9368 0.4332 -0.8460 2.7110 1.1379 0.4416
H -2.8583 0.7381 -1.2849 -0.1794 -0.4942 0.3334 0.0165
H -4.1908 2.3348 0.0268 0.0160 -0.3204 0.2428 0.0246
H -2.7684 2.5271 1.2069 -0.2741 -0.5083 0.2225 0.0271
O 2.2969 2.4077 -1.5235 -2.7425 -1.6501 0.1628 0.0343
C 1.5254 1.9425 -0.7574 3.5507 1.8807 1.0431 -0.0076
O 1.2787 1.8556 0.4302 -0.8407 -0.3165 -0.9673 -0.0785
Co 0.0904 0.6810 1.6561 0.4133 -0.0936 0.9976 4.2715
H 0.3669 0.7065 -1.2816 -1.7251 -1.1601 0.3081 0.0916